Entry 1:
Molecular formula: C27H47KN7O2P
Method: DFT, wB97M-V/def2-TZVPD

Cartesian coordinates (Å):
K -0.031 -0.619 0.067
O -1.939 -1.459 0.765
C -2.312 -2.241 1.705
C -3.289 -3.256 1.472
C -3.716 -4.119 2.450
C -3.192 -4.042 3.746
C -2.238 -3.083 4.010
C -1.779 -2.184 3.038
C -0.750 -1.210 3.398
N 0.010 -0.484 2.593
C 0.827 0.273 3.401
C 0.570 0.016 4.710
N -0.432 -0.925 4.698
H -3.691 -3.313 0.467
H -4.462 -4.870 2.219
H -3.519 -4.721 4.521
H -1.812 -3.056 5.008
H 1.546 0.958 2.980
H 0.985 0.400 5.625
H -0.890 -1.298 5.509
C 2.273 2.730 0.460
N 1.333 2.264 -0.543
C 2.031 1.781 -1.720
C 0.363 3.296 -0.870
C -0.815 2.764 -1.685
N -1.388 1.568 -1.100
C -2.125 1.856 0.123
C -2.235 0.855 -2.043
H 2.874 3.589 0.117
H 2.957 1.920 0.723
H 1.733 3.029 1.360
H 2.557 2.591 -2.254
H 1.331 1.304 -2.405
H 2.758 1.023 -1.428
H 0.830 4.123 -1.435
H -0.004 3.719 0.067
H -0.481 2.522 -2.697
H -1.561 3.572 -1.780
H -2.964 2.548 -0.060
H -1.464 2.299 0.868
H -2.513 0.925 0.537
H -3.103 1.453 -2.368
H -2.601 -0.058 -1.571
H -1.655 0.584 -2.928
O 1.680 -1.500 -1.105
P 2.512 -2.608 -0.578
N 4.112 -2.218 -0.281
C 4.360 -1.195 0.766
C 5.479 -0.307 0.203
C 6.110 -1.163 -0.897
C 4.903 -1.885 -1.478
N 2.012 -3.174 0.892
C 0.626 -3.701 0.961
C 0.625 -4.574 2.209
C 2.049 -5.128 2.243
C 2.884 -3.921 1.821
N 2.534 -3.833 -1.681
C 2.171 -3.629 -3.095
C 2.915 -4.752 -3.816
C 2.943 -5.866 -2.770
C 3.233 -5.101 -1.481
H 4.668 -1.688 1.689
H 3.456 -0.618 0.983
H 6.190 -0.016 0.974
H 5.059 0.602 -0.232
H 6.800 -1.891 -0.465
H 6.644 -0.575 -1.643
H 5.164 -2.791 -2.027
H 4.356 -1.217 -2.157
H 0.396 -4.292 0.066
H -0.098 -2.893 1.031
H -0.148 -5.340 2.175
H 0.443 -3.952 3.087
H 2.155 -5.941 1.520
H 2.341 -5.505 3.223
H 3.830 -4.190 1.351
H 3.104 -3.299 2.694
H 2.456 -2.636 -3.441
H 1.091 -3.730 -3.227
H 3.935 -4.438 -4.051
H 2.425 -5.043 -4.744
H 3.682 -6.639 -2.973
H 1.959 -6.336 -2.705
H 4.313 -4.949 -1.355
H 2.860 -5.620 -0.596

Output
**E_HOMO**: -6.4 eV
**Multiplicity**: 1
**Total charge**: 0
**Max |F|**: 2.1 eV Å⁻¹
**Electronic energy**: -68904.854 eV
**LUMO**: 0.36 eV
**Energy above the lowest of the compared OMol25 structures with the same formula, charge and spin**: 2.34 kcal per mole
**Orbital gap**: 6.74 eV

For reference, the Mulliken charges in units of e are:
1. K 1.57
2. O -0.65
3. C 0.01
4. C -0.74
5. C -0.44
6. C -0.99
7. C -0.76
8. C 0.99
9. C -0.15
10. N 0.61
11. C -0.73
12. C -0.95
13. N -0.07
14. H 0.44
15. H 0.42
16. H 0.39
17. H 0.18
18. H 0.30
19. H 0.44
20. H 0.18
21. C -1.07
22. N 1.08
23. C -0.86
24. C -1.21
25. C -1.34
26. N 1.01
27. C -1.06
28. C -1.13
29. H 0.35
30. H 0.11
31. H 0.31
32. H 0.36
33. H 0.27
34. H -0.11
35. H 0.42
36. H 0.47
37. H 0.44
38. H 0.43
39. H 0.31
40. H 0.22
41. H 0.21
42. H 0.37
43. H 0.22
44. H 0.28
45. O -1.02
46. P -0.63
47. N 0.16
48. C -0.04
49. C -0.71
50. C -0.82
51. C -0.43
52. N 0.75
53. C 0.20
54. C -0.34
55. C -0.85
56. C -0.56
57. N 0.69
58. C -0.47
59. C -0.65
60. C -0.80
61. C -0.05
62. H 0.40
63. H -0.17
64. H 0.45
65. H 0.20
66. H 0.33
67. H 0.40
68. H 0.15
69. H 0.31
70. H 0.42
71. H -0.94
72. H 0.44
73. H 0.07
74. H 0.24
75. H 0.46
76. H 0.39
77. H 0.32
78. H 0.23
79. H 0.31
80. H 0.28
81. H 0.39
82. H 0.38
83. H 0.31
84. H 0.29
85. H -0.21



Entry 2:
Molecular formula: C27H48BMnN8S4
Method: DFT, wB97M-V/def2-TZVPD

Cartesian coordinates (Å):
Mn 0.428 0.238 -0.019
C 1.906 -1.493 4.479
C 0.939 -0.644 5.291
C 0.388 -1.497 6.434
C 1.679 0.585 5.817
N -0.251 -0.134 4.499
C -1.210 0.606 5.168
C -2.160 0.941 4.277
N -1.801 0.412 3.056
B -2.750 0.652 1.845
N -2.524 2.034 1.175
C -3.608 2.746 0.721
C -3.149 3.874 0.147
N -1.771 3.863 0.240
C -1.413 2.718 0.861
S 0.185 2.149 1.266
C -0.997 5.037 -0.319
C 0.504 4.944 -0.100
C -1.512 6.294 0.382
C -1.285 5.079 -1.819
N -2.761 -0.547 0.857
C -3.370 -1.710 1.278
C -3.427 -2.552 0.232
N -2.847 -1.915 -0.851
C -2.450 -0.686 -0.445
S -1.576 0.494 -1.367
C -2.953 -2.557 -2.219
C -2.114 -1.866 -3.288
C -2.473 -4.003 -2.092
C -4.426 -2.490 -2.618
C -0.632 -0.230 3.206
S 0.222 -1.077 1.948
H 2.674 -1.834 5.174
H 2.394 -0.921 3.693
H 1.431 -2.372 4.046
H 1.222 -1.880 7.020
H -0.177 -2.347 6.047
H -0.253 -0.932 7.108
H 2.552 0.261 6.382
H 1.062 1.189 6.480
H 2.016 1.214 4.991
H -1.143 0.823 6.216
H -3.070 1.497 4.406
H -3.856 0.709 2.306
H -4.614 2.394 0.859
H -3.689 4.687 -0.300
H 0.772 4.875 0.953
H 0.936 5.862 -0.498
H 0.949 4.105 -0.631
H -1.335 6.239 1.456
H -2.574 6.462 0.212
H -0.977 7.160 -0.008
H -0.982 4.146 -2.298
H -0.724 5.898 -2.269
H -2.340 5.242 -2.034
H -3.725 -1.831 2.286
H -3.849 -3.536 0.168
H -1.059 -1.837 -3.021
H -2.455 -0.858 -3.505
H -2.217 -2.462 -4.194
H -1.458 -4.046 -1.694
H -2.471 -4.454 -3.083
H -3.120 -4.615 -1.467
H -4.756 -1.454 -2.705
H -5.065 -2.999 -1.897
H -4.560 -2.974 -3.586
C 3.609 0.670 -0.700
C 2.791 1.774 -1.341
N 1.449 1.288 -1.709
C 1.369 0.487 -2.952
C 1.709 -0.991 -2.764
S 1.019 -1.752 -1.241
C 2.525 -2.355 -0.407
C 3.190 -1.377 0.590
N 2.816 0.024 0.358
H 4.548 1.075 -0.317
H 3.883 -0.087 -1.434
H 3.314 2.192 -2.205
H 2.647 2.578 -0.615
H 0.859 2.105 -1.842
H 2.024 0.901 -3.725
H 0.345 0.563 -3.312
H 2.780 -1.174 -2.741
H 1.307 -1.556 -3.604
H 3.199 -2.674 -1.201
H 2.216 -3.257 0.120
H 4.274 -1.511 0.538
H 2.879 -1.641 1.597
H 2.941 0.535 1.227

Output
**E_HOMO (spin up / spin down)**: -13.0 / -13.4 eV
**Multiplicity**: 5
**Total charge**: +2
**Max |F|**: 0.5 eV Å⁻¹
**Electronic energy**: -116030.176 eV
**LUMO (spin up / spin down)**: -7.32 / -5.12 eV
**Orbital gap (spin up / spin down)**: 5.68 / 8.33 eV

For reference, the Mulliken charges in units of e are:
1. Mn 1.48
2. C -2.00
3. C 1.11
4. C -1.58
5. C -1.48
6. N 0.66
7. C -0.32
8. C -1.42
9. N 0.41
10. B -0.06
11. N -0.21
12. C -1.16
13. C -0.42
14. N 0.70
15. C 0.40
16. S -0.54
17. C 1.03
18. C -1.91
19. C -1.64
20. C -1.36
21. N 0.87
22. C -1.23
23. C -0.53
24. N 0.70
25. C 0.16
26. S -0.47
27. C 1.07
28. C -2.05
29. C -1.48
30. C -1.66
31. C 0.28
32. S -0.52
33. H 0.67
34. H 0.23
35. H 0.42
36. H 0.44
37. H 0.38
38. H 0.41
39. H 0.45
40. H 0.40
41. H 0.30
42. H 0.60
43. H 0.64
44. H -0.17
45. H 0.65
46. H 0.60
47. H 0.46
48. H 0.61
49. H 0.14
50. H 0.38
51. H 0.42
52. H 0.46
53. H 0.20
54. H 0.48
55. H 0.39
56. H 0.66
57. H 0.61
58. H 0.30
59. H 0.43
60. H 0.67
61. H 0.25
62. H 0.48
63. H 0.40
64. H 0.36
65. H 0.37
66. H 0.46
67. C -0.86
68. C -0.65
69. N 0.07
70. C -0.74
71. C -1.10
72. S 0.12
73. C -1.04
74. C -0.30
75. N 0.01
76. H 0.48
77. H 0.37
78. H 0.37
79. H 0.27
80. H -0.11
81. H 0.45
82. H 0.39
83. H 0.58
84. H 0.70
85. H 0.52
86. H 0.57
87. H 0.51
88. H -0.21
89. H 0.23